## one
10
Properties=species:S:1:pos:R:3:mulliken_spin:R:1 method="wB97M-V/def2-TZVPD" spin_multiplicity=3
C -1.47764 -0.39015 0.07610 0.389
C -1.01987 0.97894 0.42686 0.431
C -0.33755 0.05853 -0.68839 0.367
C 1.36244 -0.46648 -0.33108 0.148
O -2.05089 -1.34078 0.47059 0.398
O -0.59539 1.50543 -0.73576 0.229
H -0.63346 1.21875 1.42852 0.033
H 1.99406 0.48796 -0.57285 0.000
H 1.58082 -1.29754 -0.87311 -0.004
H 1.17747 -0.75467 0.79913 0.009

***

## two
10
Properties=species:S:1:pos:R:3:mulliken_spin:R:1 method="wB97M-V/def2-TZVPD" spin_multiplicity=3
C 1.96132 -0.28004 -0.09692 0.515
C 2.05458 0.81829 0.67687 0.479
C -1.58170 -0.63123 -0.72767 -0.002
C -1.24948 0.13132 0.30905 0.022
O 2.31960 -1.40722 -0.26814 0.516
O 1.94456 1.99672 0.86437 0.479
H -0.75839 -1.11432 -1.19799 -0.002
H -2.46751 -0.42089 -1.12912 0.000
H -1.85318 0.99453 0.80312 0.002
H -0.36981 -0.08716 0.76643 -0.010

***

Which one sits at the top of the stability order? two does.

***

## one
12
Properties=species:S:1:pos:R:3:mulliken_charge:R:1 method="wB97M-V/def2-TZVPD"
C -2.29116 -0.45668 0.38867 -0.772
C -1.00063 -0.13359 0.39472 -0.010
C -0.21806 0.63822 -0.60854 -0.048
C 1.13679 0.76959 -0.68036 -0.578
P 2.89691 -0.14353 -0.06761 -0.015
H -2.61736 -1.23303 1.04435 0.251
H -3.07261 -0.38551 -0.34421 0.291
H -0.33980 -0.59238 1.16854 0.244
H -0.76359 1.39691 -1.25779 0.232
H 1.43913 1.57792 -1.31099 0.318
H 2.14249 -1.34915 -0.03533 0.045
H 2.68789 -0.08877 1.30855 0.042

***

## two
12
Properties=species:S:1:pos:R:3:mulliken_charge:R:1 method="wB97M-V/def2-TZVPD" smiles="[H]/P=C/C(=C)C"
H -3.37643 0.89825 -0.23665 -0.011
P -2.75088 -0.27691 -0.36495 -0.036
C -1.07013 0.35079 -0.30726 -0.498
C 0.42590 0.01798 0.06799 1.067
C 1.22402 1.10351 0.24296 -1.186
C 0.78040 -1.42362 0.06172 -1.153
H -0.92422 1.47661 -0.40835 0.165
H 0.96838 2.05307 0.04802 0.290
H 2.16001 1.08497 0.60311 0.339
H 1.47872 -1.57212 0.84399 0.356
H 0.01971 -2.15469 0.33981 0.352
H 1.06451 -1.55782 -0.89040 0.313

***

Which one sits at the top of the stability order? one does.